Entry 1:
Entry from the OMol25 dataset: a molecular structure, C32H46Cl2O5P4Tc (the ωB97M-V functional and the def2-TZVPD basis).

```
90
Properties=species:S:1:pos:R:3
P 1.68 1.15 -3.26
C 3.16 1.47 -2.40
C 4.04 0.80 -3.30
H 3.63 -0.02 -3.91
C 5.32 1.29 -3.53
H 5.94 0.83 -4.31
C 5.78 2.36 -2.75
H 6.78 2.75 -2.93
C 4.99 2.92 -1.72
H 5.41 3.74 -1.11
C 3.67 2.46 -1.51
H 3.06 2.85 -0.69
C 1.09 -0.50 -3.04
C 1.76 -1.63 -2.49
H 2.59 -1.49 -1.78
C 1.40 -2.93 -2.89
H 1.95 -3.81 -2.52
C 0.35 -3.12 -3.80
H 0.09 -4.13 -4.14
C -0.39 -2.03 -4.27
H -1.21 -2.16 -4.99
C -0.07 -0.74 -3.83
H -0.64 0.13 -4.20
C 0.39 2.37 -2.94
C 0.68 3.06 -4.14
H 1.62 2.76 -4.68
C -0.17 4.00 -4.70
H 0.07 4.45 -5.67
C -1.32 4.35 -3.96
H -1.98 5.11 -4.38
C -1.61 3.75 -2.73
H -2.50 4.09 -2.17
C -0.77 2.73 -2.22
H -1.02 2.28 -1.25
Tc -0.01 -0.02 2.64
C -1.72 -1.20 2.02
C -2.00 -1.54 0.70
H -2.41 -1.66 2.75
C -1.18 -0.81 -0.34
O -2.06 0.06 -1.09
H -1.66 0.37 -1.94
C -0.32 -0.04 0.54
H -0.51 -1.45 -0.98
C 0.28 1.00 1.10
Cl 2.04 1.26 3.20
P -1.32 2.07 2.72
P 1.74 -1.71 2.43
C -0.71 3.02 4.11
H 0.39 2.99 4.10
H -1.07 2.56 5.04
H -1.07 4.04 3.99
C -1.48 3.27 1.39
H -2.24 2.96 0.67
H -0.52 3.37 0.87
H -1.75 4.24 1.83
C -2.99 1.56 3.11
H -2.99 1.02 4.06
H -3.36 0.91 2.31
H -3.61 2.46 3.17
C 2.59 -1.81 4.03
H 1.93 -2.26 4.77
H 2.84 -0.79 4.35
H 3.50 -2.40 3.90
C 0.96 -3.34 2.26
H 0.44 -3.38 1.29
H 0.23 -3.47 3.06
H 1.73 -4.12 2.31
C 3.08 -1.67 1.21
H 3.38 -0.63 1.04
H 2.74 -2.12 0.27
H 3.93 -2.25 1.60
P -3.37 -2.64 0.22
C -3.82 -3.55 1.69
C -2.75 -3.71 -1.05
H -4.06 -2.86 2.51
H -3.01 -4.24 1.97
H -4.72 -4.12 1.41
H -2.38 -3.16 -1.92
H -3.59 -4.34 -1.35
H -1.96 -4.36 -0.66
C -4.69 -1.63 -0.37
H -5.13 -1.05 0.45
H -5.45 -2.31 -0.77
H -4.34 -0.96 -1.16
H 1.01 1.53 0.49
O 0.70 0.40 5.55
Cl -0.43 -0.43 5.71
O -0.28 -1.39 6.76
O -1.70 0.31 5.91
O -0.56 -1.15 4.34
```

* charge: +2
* ⟨S²⟩: 3.796
* spin multiplicity: 4
* E_HOMO (alpha / beta): -0.468 / -0.469 Eh
* frontier orbital gap (alpha / beta): 7.398 / 4.660 eV

---

Entry 2:
Entry from the OMol25 dataset: a molecular structure, C32H46CrGeIN4O5P (the ωB97M-V functional and the def2-TZVPD basis).

```
91
Properties=species:S:1:pos:R:3
Cr -0.45 -0.16 0.34
C 0.03 -3.92 -1.93
C 0.33 -4.83 -0.91
C 0.47 -4.40 0.38
C 0.31 -3.02 0.68
N -0.08 -2.16 -0.32
C -0.17 -2.60 -1.57
C 0.53 -2.44 1.94
C 0.95 -3.16 3.09
C 1.12 -2.53 4.28
C 0.86 -1.14 4.38
C 0.47 -0.49 3.23
N 0.34 -1.07 2.04
H -0.06 -4.21 -2.96
H 0.46 -5.89 -1.13
H 0.71 -5.09 1.17
H -0.40 -1.85 -2.32
H 1.13 -4.23 3.01
H 1.44 -3.10 5.16
H 0.96 -0.60 5.31
H 0.25 0.56 3.26
O 1.18 0.25 -0.77
C 2.15 0.99 -1.14
C 1.93 2.14 -1.95
C 2.96 2.93 -2.41
C 4.29 2.63 -2.10
C 4.54 1.50 -1.33
C 3.52 0.68 -0.86
C 3.87 -0.51 -0.07
N 3.22 -1.06 0.93
C 3.96 -2.14 1.32
C 5.08 -2.27 0.55
N 5.02 -1.21 -0.34
H 0.90 2.35 -2.21
H 2.73 3.80 -3.01
H 5.10 3.26 -2.44
H 5.57 1.28 -1.06
H 3.63 -2.78 2.13
H 5.88 -2.98 0.53
H 5.64 -1.03 -1.10
C 0.32 3.36 3.70
Ge 0.88 2.86 1.87
C 1.24 4.60 1.01
C 2.64 2.00 2.06
C -0.51 1.89 0.93
H 1.15 3.84 4.22
H 0.00 2.50 4.29
H -0.51 4.07 3.67
H 1.92 5.20 1.63
H 0.32 5.16 0.86
H 1.71 4.44 0.04
H 3.43 2.74 1.87
H 2.75 1.18 1.36
H 2.77 1.60 3.06
H -0.49 2.35 -0.06
H -1.46 2.19 1.40
I -3.32 -2.29 1.33
C -2.26 -0.36 1.37
H -2.19 -0.19 2.45
H -3.02 0.31 0.98
C -5.44 -1.22 -3.21
C -4.10 -1.94 -3.23
C -4.22 -3.32 -2.59
C -3.58 -2.07 -4.66
O -3.20 -1.24 -2.37
P -2.18 -0.04 -2.71
O -1.29 -0.39 -3.84
O -1.62 0.33 -1.37
O -3.18 1.13 -3.25
C -3.62 2.31 -2.57
C -4.36 1.95 -1.29
C -2.43 3.23 -2.29
C -4.57 2.98 -3.56
H -6.17 -1.77 -3.81
H -5.34 -0.21 -3.61
H -5.81 -1.16 -2.18
H -4.94 -3.93 -3.14
H -4.55 -3.22 -1.56
H -3.25 -3.82 -2.59
H -4.28 -2.68 -5.23
H -2.59 -2.53 -4.67
H -3.49 -1.09 -5.14
H -3.69 1.42 -0.62
H -5.22 1.32 -1.51
H -4.71 2.86 -0.78
H -1.76 2.76 -1.57
H -2.78 4.18 -1.87
H -1.89 3.42 -3.21
H -5.43 2.34 -3.74
H -4.05 3.15 -4.50
H -4.92 3.93 -3.16
```

* charge: -2
* ⟨S²⟩: 6.065
* spin multiplicity: 5
* E_HOMO (alpha / beta): 0.012 / -0.078 Eh
* frontier orbital gap (alpha / beta): 3.982 / 6.419 eV

---

Entry 3:
Entry from the OMol25 dataset: a molecular structure, C32H46GeN4O5STi (the ωB97M-V functional and the def2-TZVPD basis).

```
90
Properties=species:S:1:pos:R:3
Ti -0.61 -0.08 0.08
C -1.94 0.50 3.11
C -0.44 0.25 3.19
C 0.22 1.31 4.05
C -0.17 -1.14 3.75
O 0.08 0.29 1.83
Ge 2.04 1.29 1.41
O 1.27 1.70 -0.25
C 1.65 2.94 -0.93
C 3.04 2.74 -1.56
C 0.60 3.19 -2.00
C 1.71 4.13 0.02
O 2.92 -0.13 0.62
C 4.18 -0.59 1.15
C 4.04 -1.07 2.60
C 4.62 -1.74 0.25
C 5.21 0.54 1.08
H -2.38 0.39 4.11
H -2.15 1.51 2.76
H -2.43 -0.21 2.45
H -0.24 1.30 5.04
H 1.29 1.14 4.18
H 0.08 2.31 3.63
H -0.59 -1.23 4.76
H -0.63 -1.90 3.12
H 0.91 -1.33 3.83
H 3.59 1.95 -1.04
H 2.98 2.49 -2.62
H 3.65 3.64 -1.48
H 0.61 2.40 -2.76
H -0.40 3.22 -1.56
H 0.79 4.14 -2.50
H 2.45 4.00 0.81
H 2.01 5.01 -0.55
H 0.75 4.34 0.47
H 3.40 -1.95 2.66
H 5.01 -1.34 3.01
H 3.62 -0.29 3.23
H 3.84 -2.50 0.19
H 4.83 -1.37 -0.76
H 5.53 -2.21 0.62
H 4.93 1.37 1.74
H 6.19 0.19 1.40
H 5.29 0.91 0.06
S -4.43 1.89 -1.25
C -3.59 3.20 -0.49
C -3.93 4.55 -0.43
C -3.14 5.39 0.32
C -2.03 4.90 1.02
C -1.68 3.56 0.95
C -2.45 2.72 0.16
N -2.25 1.35 0.01
C -3.24 0.80 -0.65
C -3.36 -0.67 -0.71
C -4.47 -1.27 -1.30
C -4.64 -2.63 -1.15
C -3.71 -3.36 -0.41
C -2.58 -2.73 0.12
C -2.35 -1.36 -0.01
H -4.81 4.92 -0.95
H -3.39 6.44 0.40
H -1.45 5.57 1.63
H -0.84 3.16 1.50
H -5.20 -0.70 -1.86
H -5.50 -3.13 -1.59
H -3.86 -4.42 -0.26
H -1.85 -3.34 0.65
N 2.10 -0.15 -2.10
C 1.31 -0.27 -3.35
C -0.20 -0.26 -3.05
O -0.98 -0.55 -3.92
O -0.46 0.09 -1.84
H 2.05 -0.98 -1.51
H 3.09 0.04 -2.28
H 1.73 0.61 -1.47
H 1.58 -1.19 -3.87
H 1.56 0.58 -4.00
N 1.62 -6.02 -0.12
C 1.23 -4.72 -0.12
C 1.49 -3.87 0.97
C 1.11 -2.55 0.91
N 0.48 -2.00 -0.14
C 0.20 -2.83 -1.17
C 0.57 -4.15 -1.22
H 1.94 -6.45 0.73
H 1.28 -6.64 -0.84
H 1.98 -4.24 1.86
H 1.32 -1.89 1.73
H -0.39 -2.42 -1.98
H 0.31 -4.74 -2.08
```

* charge: +1
* ⟨S²⟩: 0.753
* spin multiplicity: 2
* E_HOMO (alpha / beta): -0.372 / -0.388 Eh
* frontier orbital gap (alpha / beta): 7.868 / 8.258 eV

---

Entry 4:
Entry from the OMol25 dataset: 9 unconnected molecules or ions with the total composition C32H47F6NO14P (the ωB97M-V functional and the def2-TZVPD basis).

```
101
Properties=species:S:1:pos:R:3
P 0.96 0.57 0.23
F 0.68 0.49 -1.39
F 1.22 -1.03 0.33
F 2.53 0.67 -0.20
F 1.26 0.77 1.80
F 0.76 2.18 0.09
F -0.60 0.33 0.50
O -2.97 0.28 -5.20
C -2.62 1.13 -4.45
O -1.31 1.20 -4.01
C -1.19 2.22 -3.02
C -2.32 3.18 -3.33
C -3.42 2.24 -3.77
H -0.22 2.71 -3.18
H -1.17 1.92 -1.97
H -2.04 3.80 -4.17
H -2.63 3.82 -2.50
H -4.12 2.77 -4.40
H -3.96 1.77 -2.94
O -1.77 2.75 7.34
C -0.73 2.43 6.86
O -0.62 2.25 5.50
C 0.62 1.60 5.17
C 1.27 1.19 6.50
C 0.57 2.06 7.51
H 1.22 2.34 4.63
H 0.41 0.72 4.56
H 2.34 1.38 6.48
H 1.01 0.13 6.59
H 1.10 3.00 7.71
H 0.33 1.62 8.48
O -3.46 5.11 4.17
C -2.64 4.42 3.64
O -2.88 3.18 3.23
C -1.83 2.67 2.41
C -0.86 3.84 2.25
C -1.19 4.83 3.36
H -2.23 2.43 1.42
H -1.30 1.80 2.79
H -0.99 4.30 1.27
H 0.17 3.49 2.31
H -1.11 5.91 3.24
H -0.64 4.62 4.28
O 5.87 2.44 -4.69
C 4.84 1.85 -4.55
O 4.65 1.10 -3.43
C 3.45 0.36 -3.44
C 2.60 1.02 -4.55
C 3.59 1.84 -5.40
H 2.86 0.35 -2.53
H 3.65 -0.69 -3.67
H 1.87 1.71 -4.12
H 2.12 0.22 -5.11
H 3.28 2.84 -5.71
H 3.74 1.28 -6.32
O -6.62 -1.92 -0.76
C -5.44 -1.96 -0.59
O -4.91 -2.76 0.36
C -3.50 -2.56 0.51
C -3.19 -1.26 -0.21
C -4.33 -1.09 -1.20
H -2.99 -3.42 0.06
H -3.22 -2.54 1.56
H -2.22 -1.33 -0.70
H -3.15 -0.42 0.48
H -4.11 -1.55 -2.16
H -4.71 -0.08 -1.32
O 1.50 -4.89 -3.49
C 0.80 -3.92 -3.56
O 1.18 -2.80 -4.17
C 0.17 -1.77 -4.17
C -0.75 -2.24 -3.03
C -0.64 -3.74 -3.06
H -0.37 -1.78 -5.11
H 0.64 -0.85 -3.82
H -1.73 -1.76 -3.11
H -0.40 -1.95 -2.04
H -1.29 -4.10 -3.87
H -0.92 -4.24 -2.14
O 4.88 -3.26 1.91
C 4.63 -3.28 0.74
O 4.22 -4.39 0.13
C 4.01 -4.20 -1.30
C 3.77 -2.69 -1.32
C 4.67 -2.14 -0.25
H 3.13 -4.78 -1.55
H 4.86 -4.57 -1.87
H 2.74 -2.40 -1.12
H 4.00 -2.37 -2.34
H 4.30 -1.27 0.29
H 5.69 -2.00 -0.60
N -0.59 -1.48 2.73
C -1.60 -1.20 3.60
C -1.63 -2.20 4.56
C -0.70 -3.17 4.16
C -0.10 -2.73 2.99
H -0.25 -0.88 1.99
H -2.10 -0.24 3.60
H -2.23 -2.18 5.46
H -0.40 -4.06 4.69
H 0.77 -3.06 2.44
```

* charge: -1
* E_HOMO: -0.230 Eh
* frontier orbital gap: 8.293 eV

---

Entry 5:
Entry from the OMol25 dataset: 9 unconnected molecules or ions with the total composition C32H47N7O2S2 (the ωB97M-V functional and the def2-TZVPD basis).

```
90
Properties=species:S:1:pos:R:3
C 15.96 8.59 16.66
S 14.71 9.67 16.05
O 13.80 8.75 15.31
C 13.92 10.25 17.57
H 15.53 7.68 17.00
H 16.51 9.09 17.48
H 16.64 8.35 15.86
H 13.23 11.03 17.22
H 14.72 10.64 18.17
H 13.44 9.47 18.15
C 11.01 12.18 9.35
S 11.49 13.67 8.38
O 10.18 14.45 8.25
C 12.34 14.58 9.66
H 11.86 11.47 9.39
H 10.29 11.62 8.75
H 10.55 12.38 10.30
H 11.86 14.46 10.64
H 12.36 15.65 9.40
H 13.31 14.13 9.72
N 10.00 12.97 16.44
C 9.80 14.09 15.77
C 10.30 15.17 16.48
C 10.91 14.61 17.60
C 10.70 13.22 17.61
H 9.65 12.09 16.09
H 9.37 14.05 14.78
H 10.24 16.22 16.20
H 11.47 15.11 18.38
H 10.95 12.50 18.33
N 9.37 16.82 10.41
C 9.84 18.11 10.29
C 9.86 18.69 11.50
C 9.42 17.75 12.46
C 9.07 16.60 11.71
H 9.29 16.05 9.75
H 10.24 18.47 9.33
H 10.18 19.69 11.78
H 9.44 17.88 13.53
H 8.75 15.63 12.09
N 15.32 15.24 11.92
C 15.40 14.10 12.72
C 15.97 13.13 11.94
C 16.20 13.64 10.67
C 15.80 14.97 10.69
H 14.93 16.07 12.28
H 15.04 14.09 13.74
H 16.05 12.20 12.44
H 16.73 13.18 9.86
H 15.83 15.72 9.89
N 14.41 8.75 7.47
C 15.65 9.26 7.25
C 16.45 8.97 8.33
C 15.64 8.26 9.23
C 14.39 8.13 8.72
H 13.70 8.71 6.79
H 15.84 9.83 6.36
H 17.43 9.33 8.51
H 15.87 7.87 10.19
H 13.50 7.66 9.08
N 13.73 18.74 12.32
C 14.79 18.93 13.24
C 14.67 18.03 14.25
C 13.56 17.29 14.04
C 12.99 17.67 12.87
H 13.54 19.17 11.42
H 15.57 19.62 12.93
H 15.40 18.02 15.05
H 13.15 16.50 14.65
H 12.00 17.51 12.49
N 9.14 9.77 18.41
C 10.42 9.41 18.25
C 10.65 9.04 16.96
C 9.43 9.21 16.27
C 8.49 9.69 17.21
H 8.72 10.03 19.28
H 11.04 9.35 19.13
H 11.60 8.71 16.54
H 9.19 9.10 15.25
H 7.44 9.96 17.20
N 12.56 10.75 13.75
C 12.71 11.93 14.41
C 12.70 12.95 13.49
C 12.63 12.31 12.22
C 12.49 10.96 12.38
H 12.35 9.89 14.22
H 12.84 12.08 15.44
H 12.75 14.03 13.62
H 12.90 12.79 11.29
H 12.35 10.06 11.78
```

* charge: 0
* E_HOMO: -0.281 Eh
* frontier orbital gap: 8.020 eV

---

no.,strongest force on any atom (Eh/bohr),energy (Eh)
1,0.1380,-3988.77749
2,0.0144,-5602.87254
3,0.0165,-5166.79875
4,0.0555,-3296.63599
5,0.0700,-2577.51988